Entry from the Open Molecules 2025 dataset: one molecule with the formula C2H4N2O (ωB97M-V/def2-TZVPD).

Atoms and positions in Å:
C: 0.730 -0.874 1.318
O: 0.793 -0.875 -0.043
N: 0.245 0.646 -0.409
N: -1.210 1.425 -2.178
C: -0.545 0.924 -1.285
H: -2.141 1.092 -2.387
H: -0.238 -1.220 1.705
H: 0.748 0.249 1.552
H: 1.618 -1.367 1.727

Its HOMO energy (alpha / beta) is -10.0 / -10.0 eV. The energy above the lowest of the compared OMol25 structures with the same formula, charge and spin is 4.303 eV. The frontier orbital gap (alpha / beta) comes out at 9.194 / 9.193 eV.

***

Entry from the Open Molecules 2025 dataset: one molecule with the formula C2H4N2O (ωB97M-V/def2-TZVPD).

Atoms and positions in Å:
N: -0.907 1.276 1.496
C: -0.522 0.845 0.374
N: 0.173 -0.360 0.268
C: 0.512 -0.701 -0.972
O: 1.175 -1.855 -1.041
H: -1.390 2.161 1.369
H: -0.656 1.304 -0.612
H: 0.373 -0.883 1.119
H: 1.242 -1.787 -2.000

Its HOMO energy is -9.2 eV. The energy above the lowest of the compared OMol25 structures with the same formula, charge and spin is 1.769 eV. The frontier orbital gap comes out at 10.239 eV.

***

Entry from the Open Molecules 2025 dataset: one molecule with the formula C2H4N2O (ωB97M-V/def2-TZVPD).

Atoms and positions in Å:
C: -0.863 0.317 -0.168
C: 1.428 -0.464 0.050
H: -2.366 -0.702 -0.020
H: -1.423 1.316 0.009
H: 0.680 1.568 0.054
H: 0.850 -1.432 0.323
N: -1.386 -0.863 -0.099
N: 0.470 0.553 0.022
O: 2.610 -0.293 -0.173

Its HOMO energy is -10.0 eV. The energy above the lowest of the compared OMol25 structures with the same formula, charge and spin is 0.627 eV. The frontier orbital gap comes out at 10.696 eV.

***

Entry from the Open Molecules 2025 dataset: C2H4N2O as an isolated structure (ωB97M-V/def2-TZVPD).

Atoms and positions in Å:
C: 0.386 -0.558 -0.521
C: -0.545 0.254 0.017
N: 1.319 0.237 0.214
N: 0.402 1.179 0.642
O: -2.598 0.094 0.121
H: 0.454 -1.382 -1.280
H: 1.953 0.596 -0.379
H: 0.254 1.114 1.641
H: -2.733 0.079 -0.837

Its HOMO energy is -9.5 eV. The energy above the lowest of the compared OMol25 structures with the same formula, charge and spin is 6.664 eV. The frontier orbital gap comes out at 9.256 eV.